[1]
The following is a DFT calculation (wB97M-V/def2-TZVPD) of a structure of composition C28H38N5O2RuS2 at a distorted geometry.

Its charge is +2. For the highest occupied orbital energy (alpha / beta), the calculation gives -0.5006 / -0.5017 Ha. Its LUMO energy (alpha / beta) is -7.81 / -7.03 eV. The spin multiplicity is 2.

```
76
Properties=species:S:1:pos:R:3:forces:R:3
Ru 0.3623 -0.5782 0.1661 -2.77 -1.96 -0.78
O -1.5509 -1.9843 0.1267 1.27 2.65 -0.64
N -1.5323 -3.2194 0.5074 1.06 -2.07 0.64
C -2.6868 -3.8207 0.8459 -0.44 0.02 0.02
C -2.7168 -5.1310 1.2517 0.31 -0.10 -0.06
C -1.5268 -5.8550 1.3235 -0.17 0.22 -0.16
C -0.3455 -5.2348 0.9799 -0.11 0.31 -0.11
C -0.3515 -3.9008 0.5617 -0.54 0.07 0.34
S 1.0854 -3.0675 0.1073 0.09 1.88 0.01
H -3.5673 -3.2013 0.7709 0.02 0.13 -0.03
H -3.6583 -5.5852 1.5103 -0.12 0.03 0.03
H -1.5335 -6.8848 1.6381 0.02 -0.13 0.07
H 0.6007 -5.7514 1.0231 0.07 -0.03 0.03
C 2.4981 0.8123 1.9714 0.04 -0.14 -0.26
C 3.1574 1.5608 0.8571 -0.21 0.16 -0.10
C 4.5128 1.8350 0.8811 -0.06 0.08 -0.06
C 5.1192 2.5017 -0.1728 -0.10 -0.07 -0.09
C 4.3692 2.8645 -1.2767 0.04 -0.05 0.17
C 3.0031 2.6129 -1.3411 -0.14 -0.18 0.27
C 2.2518 2.9687 -2.5868 -0.02 0.14 -0.01
C 2.3908 1.9923 -0.2393 1.52 0.53 0.07
N 1.0306 1.7074 -0.2631 -1.15 -1.42 0.99
C 0.1144 2.6055 -0.2445 0.80 -0.06 0.09
C 0.3515 4.0527 0.0215 0.26 0.04 -0.23
C -1.2513 2.1284 -0.5365 -0.71 -0.45 0.13
C -2.2618 3.0994 -1.0509 -0.13 -0.11 0.01
N -1.4733 0.8796 -0.3749 2.16 -0.24 0.50
C -2.6636 0.2550 -0.7274 -1.47 -0.64 -0.53
C -3.7580 0.2406 0.1477 0.44 0.05 -0.18
C -3.6479 0.8776 1.4972 -0.03 0.01 -0.03
C -4.9200 -0.3943 -0.2645 0.05 -0.04 -0.14
C -4.9904 -1.0164 -1.5010 0.14 -0.01 0.07
C -3.8801 -1.0456 -2.3327 0.01 0.07 0.03
C -2.7005 -0.4261 -1.9585 0.12 0.30 0.44
C -1.4590 -0.4737 -2.7967 0.15 -0.06 0.18
H 3.2461 0.4545 2.6750 -0.04 -0.07 0.07
H 1.9664 -0.0706 1.5384 0.53 0.51 0.72
H 1.7804 1.4400 2.5059 -0.07 -0.16 -0.01
H 5.0922 1.5371 1.7410 0.10 -0.07 0.10
H 6.1774 2.7088 -0.1470 0.10 0.06 0.02
H 4.8488 3.3565 -2.1082 0.05 0.05 -0.15
H 2.8761 2.7743 -3.4561 -0.04 0.00 -0.07
H 2.0089 4.0316 -2.6007 -0.08 0.07 -0.05
H 1.3294 2.4012 -2.6889 -0.06 -0.03 -0.08
H 1.3638 4.2209 0.3820 0.00 -0.03 -0.04
H -0.3520 4.4237 0.7646 -0.15 -0.05 0.02
H 0.2082 4.6437 -0.8821 -0.03 0.09 -0.08
H -1.8613 3.6757 -1.8855 0.07 0.01 0.01
H -2.5302 3.8080 -0.2671 0.01 0.08 0.05
H -3.1627 2.5822 -1.3722 0.02 0.03 0.00
H -2.6421 0.7403 1.8974 -0.04 0.04 0.10
H -4.3662 0.4345 2.1814 -0.01 0.02 0.10
H -3.8565 1.9461 1.4438 0.02 0.12 0.08
H -5.7779 -0.3962 0.3899 -0.11 -0.01 0.10
H -5.9012 -1.5048 -1.8068 -0.13 -0.03 -0.05
H -3.9321 -1.5481 -3.2858 0.00 -0.11 -0.11
H -1.5518 -1.2225 -3.5795 0.08 -0.04 -0.02
H -0.5901 -0.7260 -2.1455 -0.33 0.03 -0.48
H -1.2618 0.4917 -3.2662 0.10 0.04 -0.03
C -0.5431 0.2117 4.0117 -0.03 -0.21 -0.26
S -0.4826 -1.1691 2.8272 0.43 0.33 -0.80
C 0.7754 -2.2114 3.6204 -0.14 0.21 -0.16
H 0.3965 0.2771 4.5484 0.11 0.06 0.01
H -1.3595 0.0301 4.7059 0.01 0.00 0.04
H -0.7271 1.1319 3.4657 -0.02 0.06 -0.01
H 0.3785 -2.5727 4.5650 -0.03 0.02 0.06
H 1.6858 -1.6421 3.7804 0.08 0.02 0.01
H 0.9757 -3.0490 2.9589 0.00 0.00 -0.01
N 4.5049 -0.8404 -1.9388 0.11 -0.10 0.01
C 3.1630 -0.7972 -1.9609 0.23 0.15 -0.52
N 2.5615 -0.7353 -3.1667 -0.13 0.03 -0.18
O 2.5170 -0.7697 -0.9033 -0.97 -0.05 0.82
H 5.0612 -0.8764 -2.7762 -0.06 -0.02 0.05
H 4.9723 -0.9503 -1.0545 -0.09 0.09 -0.01
H 3.0765 -0.8563 -4.0237 -0.07 -0.02 0.07
H 1.5570 -0.8063 -3.2076 0.17 -0.02 0.03
```
Forces are in eV/Å.

---

[2]
The following is a DFT calculation (wB97M-V/def2-TZVPD) of a cluster of 2 separate species, C2H12N4 in total at a distorted geometry.

Its charge is +1. For the highest occupied orbital energy (alpha / beta), the calculation gives -0.4873 / -0.4858 Ha. Its LUMO energy (alpha / beta) is -3.01 / -8.74 eV. The calculation puts the energy above the lowest of the compared OMol25 structures with the same formula, charge and spin at 20.5 kcal/mol. The spin multiplicity is 2.

```
18
Properties=species:S:1:pos:R:3:forces:R:3
N 1.6111 1.5064 0.6476 1.20 -0.66 1.94
C 0.7031 1.2567 1.7081 0.42 -1.36 0.79
N 0.5770 -0.1513 2.0202 -1.59 -0.05 -1.39
H 2.3605 2.0904 1.0293 -0.39 0.98 -0.83
H 2.1400 0.6593 0.4385 -0.58 -0.13 -0.77
H -0.2609 1.7727 1.5566 -0.23 -0.05 -0.04
H 1.0704 1.6786 2.6717 0.05 0.55 -0.37
H 0.4441 -0.7127 1.1711 0.92 0.03 -0.15
H -0.2636 -0.4317 2.5279 0.19 0.70 0.57
N -1.7970 -1.6473 -1.7881 0.51 0.42 0.45
C -1.2324 -0.3774 -1.2917 -0.33 -0.22 -1.35
N 0.2303 -0.4165 -1.3277 0.26 -1.26 1.01
H -1.6501 -2.3252 -1.0454 -0.19 -0.27 -0.22
H -2.8012 -1.5773 -1.9127 0.02 0.07 -0.12
H -1.6268 -0.1731 -0.2928 0.43 0.41 0.11
H -1.4850 0.4192 -1.9906 -0.51 0.07 0.30
H 0.6065 -0.4330 -2.2704 -0.34 0.61 -0.25
H 0.4844 -1.3676 -1.0464 0.17 0.15 0.29
```
Forces are in eV/Å.

---

[3]
The following is a DFT calculation (wB97M-V/def2-TZVPD) of the ion C5H6NO with charge +1 at a distorted geometry.

Its charge is +1. For the highest occupied orbital energy, the calculation gives -0.5249 Ha. Its LUMO energy is -5.27 eV. The calculation puts the energy above the lowest of the compared OMol25 structures with the same formula, charge and spin at 190.0 kcal/mol.

```
13
Properties=species:S:1:pos:R:3:forces:R:3
C 0.6090 1.2936 0.0598 -0.05 -0.64 -0.30
C 1.6163 0.6449 0.4124 -1.25 3.21 0.51
C -0.8857 1.1583 -0.0557 0.25 2.32 -2.28
C -0.4155 -1.1088 0.4866 1.29 -3.25 -0.97
C 1.4173 -0.5918 -0.4135 -2.46 -1.90 1.36
N -1.1624 -0.2128 -0.1689 -0.39 -2.04 0.48
O 2.5911 -0.1625 0.3700 1.18 -1.23 -0.18
H -1.3383 1.6533 0.7689 -0.49 0.41 0.94
H -1.2641 1.6748 -1.0120 0.67 -0.60 1.50
H -0.5829 -2.2799 0.3269 0.17 2.95 -0.10
H -0.2945 -0.9167 1.5298 1.08 0.31 0.60
H 1.4993 -0.5396 -1.4830 0.50 0.05 -0.47
H -1.7896 -0.6128 -0.8214 -0.50 0.42 -1.09
```
Forces are in eV/Å.

---

[4]
The following is a DFT calculation (wB97M-V/def2-TZVPD) of a cluster of 2 separate species, C6H9N2O2 in total at a distorted geometry.

Its charge is +1. For the highest occupied orbital energy, the calculation gives -0.5301 Ha. Its LUMO energy is -4.47 eV. The calculation puts the energy above the lowest of the compared OMol25 structures with the same formula, charge and spin at 81.7 kcal/mol.

```
19
Properties=species:S:1:pos:R:3:forces:R:3
C -1.4665 -1.9023 -1.2499 -1.13 0.98 -0.15
C -1.4462 -0.6052 -0.9738 -1.30 -0.20 1.35
C 0.3627 -1.6935 0.1197 -0.76 -1.97 -0.38
C 2.4133 3.0002 2.2369 -0.30 -1.06 0.15
C 0.6789 0.2735 -1.0890 0.15 -0.14 -0.44
C -0.6084 0.4895 0.9959 2.17 2.60 -0.90
N -0.4578 -2.5435 -0.5833 2.92 1.84 1.49
N -0.2557 -0.3658 -0.1205 -1.33 -1.84 -1.79
O 3.1736 3.7884 1.9930 2.40 3.01 -0.72
O 1.6992 2.1351 2.4465 -2.00 -1.86 0.60
H -2.1734 -2.4127 -1.8435 -0.62 -0.53 -0.45
H -2.2906 0.0920 -0.8817 0.72 -0.14 -0.84
H 1.6963 0.0208 -0.7953 0.10 0.99 0.28
H 0.4909 -0.3025 -2.0064 0.30 0.87 -0.11
H 0.2817 1.3137 -1.0916 1.22 -0.59 -0.65
H 0.2854 0.7656 1.5706 -0.36 -0.64 0.10
H -0.8382 1.4571 0.4516 -0.68 -1.00 1.20
H -1.3563 -0.0011 1.5248 -1.43 -0.24 1.19
H -0.1890 -3.5093 -0.7041 -0.07 -0.08 0.07
```
Forces are in eV/Å.

---

[5]
The following is a DFT calculation (wB97M-V/def2-TZVPD) of an isolated molecule of C3H4O4 at a distorted geometry.

For the highest occupied orbital energy, the calculation gives -0.3970 Ha. Its LUMO energy is -0.15 eV. The calculation puts the energy above the lowest of the compared OMol25 structures with the same formula, charge and spin at 17.7 kcal/mol. As for the structure (SMILES): O=C[C@@H](O)C(=O)O.

```
11
Properties=species:S:1:pos:R:3:forces:R:3
O 0.6905 1.8931 -0.4217 -2.33 -1.32 -0.04
C -0.3185 1.1731 -0.5219 2.14 2.09 -0.33
C -0.5597 0.0127 0.3830 0.26 -0.87 -0.68
O -1.7792 -0.6359 0.0918 0.91 -0.22 -0.25
C 0.7241 -0.8753 0.0768 -0.17 -1.54 1.16
O 0.6247 -2.0234 -0.3237 0.01 2.21 0.36
O 1.8973 -0.3358 0.4664 -0.56 -0.19 -0.39
H -1.0102 1.2795 -1.3734 -0.08 0.10 0.15
H -0.5527 0.3164 1.4316 0.21 -0.02 -0.01
H -1.5629 -1.4424 -0.4190 -0.04 0.29 0.34
H 1.8467 0.6382 0.6101 -0.36 -0.55 -0.31
```
Forces are in eV/Å.

---

[6]
The following is a DFT calculation (wB97M-V/def2-TZVPD) of a structure of composition C41H34Cl5N3O4PbSi at a distorted geometry.

For the highest occupied orbital energy, the calculation gives -0.2861 Ha. Its LUMO energy is -1.27 eV. The calculation puts the energy above the lowest of the compared OMol25 structures with the same formula, charge and spin at 17.3 kcal/mol.

```
89
Properties=species:S:1:pos:R:3:forces:R:3
Pb 0.0725 -0.0519 -0.0658 -0.24 -0.05 -0.85
Cl -0.6320 -1.6681 3.4652 0.14 0.11 0.53
C -1.3812 -2.4453 2.1210 -0.17 -0.18 -0.53
C -1.2066 -1.9287 0.8442 -0.39 -0.26 0.16
C -1.8418 -2.6307 -0.1761 0.17 0.05 0.70
Cl -1.6502 -2.0126 -1.7765 -0.17 -0.04 -0.76
C -2.5994 -3.7780 0.0303 0.00 -0.04 0.04
Cl -3.3397 -4.6061 -1.2793 -0.06 -0.04 -0.13
C -2.7440 -4.2615 1.3299 0.07 0.08 -0.01
Cl -3.6471 -5.6898 1.6367 -0.08 -0.05 -0.07
C -2.1355 -3.5880 2.3848 0.00 -0.01 -0.06
Cl -2.3155 -4.1833 3.9886 -0.02 -0.05 0.12
O 7.3334 -3.2048 1.8799 0.42 -0.07 0.12
C 6.4671 -3.0303 0.8637 -0.26 0.19 -0.11
O 6.6982 -3.4703 -0.2267 0.03 -0.08 0.15
C 5.2307 -2.2575 1.1947 -0.18 0.14 0.02
C 3.9949 -2.7383 0.7620 0.24 -0.02 0.09
C 2.8425 -2.0363 1.0390 0.00 0.33 0.25
C 2.9047 -0.8233 1.7323 1.20 -0.52 0.00
C 4.1453 -0.3354 2.1509 -0.31 0.00 -0.03
C 5.2983 -1.0487 1.8852 0.05 -0.26 0.00
N 1.7305 -0.1199 1.8886 -0.75 0.70 0.70
C 1.4583 0.6407 2.8687 0.71 -0.44 -0.16
C 0.1846 1.3359 2.9244 -0.78 0.71 0.42
C -0.1621 2.1301 4.0138 0.31 -0.22 -0.32
C -1.4164 2.7176 4.0541 -0.23 -0.11 -0.21
C -2.3055 2.4687 3.0219 0.25 -0.05 0.30
C -1.8841 1.6616 1.9720 -0.17 0.06 0.06
N -0.6741 1.1428 1.9174 0.22 -0.10 0.21
H 7.0068 -2.8464 2.7165 -0.17 -0.02 -0.23
H 3.9615 -3.6670 0.2120 -0.04 -0.06 -0.05
H 1.8717 -2.3960 0.7354 -0.10 -0.14 -0.12
H 4.2041 0.6155 2.6614 0.02 0.10 -0.05
H 6.2568 -0.6443 2.1870 0.03 -0.01 0.02
H 2.1157 0.7571 3.7334 0.11 0.02 -0.02
H 0.5466 2.2901 4.8089 0.14 -0.01 0.15
H -1.6863 3.3471 4.8883 -0.08 0.06 0.04
H -3.2922 2.9006 3.0067 -0.13 0.04 -0.02
H -2.5194 1.4338 1.1310 -0.10 0.05 -0.08
O -1.3912 1.4223 -0.9898 0.65 -0.34 0.47
Si -2.3916 2.4503 -1.6340 -0.65 0.59 -0.45
C -3.8867 1.4813 -2.2825 0.35 0.52 0.16
C -3.9859 1.0975 -3.6139 0.10 0.09 -0.14
C -5.0121 0.2784 -4.0508 -0.02 -0.11 -0.15
C -5.9582 -0.1862 -3.1532 -0.05 -0.05 -0.05
C -5.8748 0.1836 -1.8221 -0.13 -0.11 0.16
C -4.8441 1.0019 -1.3974 -0.02 0.06 0.15
C -1.6646 3.4941 -3.0489 -0.15 -0.44 0.33
C -0.2903 3.6036 -3.2208 0.06 -0.13 0.09
C 0.2502 4.4042 -4.2120 0.21 0.09 -0.07
C -0.5823 5.1183 -5.0566 0.02 0.02 -0.09
C -1.9560 5.0194 -4.9046 -0.08 0.12 -0.10
C -2.4842 4.2182 -3.9078 -0.14 -0.02 0.03
C -2.8957 3.7745 -0.3464 -0.05 -0.46 -0.35
C -4.1915 4.2441 -0.1650 -0.11 -0.04 -0.15
C -4.4725 5.2416 0.7545 -0.17 0.16 0.09
C -3.4542 5.7942 1.5122 -0.06 0.05 0.14
C -2.1575 5.3349 1.3550 0.12 0.07 0.09
C -1.8908 4.3360 0.4367 0.11 0.07 -0.13
H -3.2403 1.4390 -4.3199 0.02 0.06 -0.11
H -5.0717 0.0007 -5.0942 0.00 -0.06 -0.06
H -6.7468 -0.8457 -3.4858 -0.09 0.00 -0.04
H -6.6122 -0.1665 -1.1126 -0.03 -0.06 0.03
H -4.7733 1.2710 -0.3514 -0.09 0.02 0.15
H 0.3607 3.0474 -2.5612 0.15 -0.10 0.09
H 1.3241 4.4785 -4.3288 0.04 -0.01 0.02
H -0.1644 5.7452 -5.8329 0.02 0.02 -0.03
H -2.6142 5.5691 -5.5645 -0.03 0.02 -0.02
H -3.5572 4.1437 -3.7914 -0.15 0.05 -0.05
H -4.9900 3.8339 -0.7693 -0.12 -0.03 0.00
H -5.4838 5.6052 0.8814 -0.06 -0.03 -0.04
H -3.6720 6.5774 2.2257 -0.01 0.04 0.03
H -1.3618 5.7486 1.9621 0.05 0.04 -0.03
H -0.8786 3.9786 0.3119 0.22 -0.03 0.03
C 4.4461 0.0499 -4.2325 -0.12 0.04 -0.30
N 4.1476 0.1242 -2.8214 0.35 0.01 -0.04
C 5.2770 0.2469 -1.9258 0.04 -0.01 0.32
C 2.9015 0.0761 -2.3211 0.00 0.03 0.15
C 1.7785 -0.0151 -3.3198 -0.19 0.07 0.17
O 2.7062 0.0950 -1.1065 0.12 0.09 -0.12
H 5.5095 -0.1403 -4.3505 0.01 -0.03 -0.02
H 4.2065 0.9864 -4.7450 0.03 -0.05 -0.05
H 3.9035 -0.7641 -4.7129 0.02 0.03 -0.04
H 5.9281 1.0601 -2.2520 -0.01 -0.01 0.00
H 5.8494 -0.6837 -1.8978 0.04 0.02 0.02
H 4.8953 0.4591 -0.9284 0.12 -0.02 -0.07
H 1.8942 0.6979 -4.1313 0.04 0.01 -0.12
H 0.8362 0.1901 -2.8169 0.01 -0.02 -0.05
H 1.7437 -1.0212 -3.7325 -0.04 -0.09 -0.13
```
Forces are in eV/Å.